Formula: C14H11ClN2O2Pd
Source: the Open Molecules 2025 dataset
Level of theory: ωB97M-V/def2-TZVPD

Output
* charge: +2
* spin multiplicity: 5
* HOMO level (alpha / beta): -15.49 / -17.19 eV
* ΔE to the lowest compared entry with this formula, charge and spin: 12.44 kcal per mole
* LUMO energy (alpha / beta): -7.6 / -11.6 eV
* <S²>: 6.029

```
31
C14H11ClN2O2Pd ωB97M-V/def2-TZVPD
Cl -3.8961 0.3805 -0.4385
C 1.1270 -1.5907 -3.1590
C 1.9431 -0.4000 -3.2336
C 1.0502 0.7320 -3.2148
H 3.0218 -0.3682 -3.3258
C -0.3035 0.2339 -3.3232
C -0.2415 -1.1835 -3.2267
H -1.1154 -1.8312 -3.2797
H 1.5019 -2.6131 -3.1062
H 1.3269 1.7845 -3.1829
C -1.5149 1.0885 -3.4804
Pd 1.0156 -0.3289 -1.1573
C 1.7045 1.2688 -0.2181
C -0.0969 -1.4377 0.0199
O 2.1054 2.1172 0.4457
O -0.6481 -2.2938 0.5694
H -1.2536 2.1116 -3.1784
H -2.3246 0.7184 -2.8341
H -1.8663 1.1256 -4.5235
N -0.4490 0.1504 7.0892
C -0.3269 0.1316 5.9286
C -0.1898 0.0921 4.4900
C 1.0001 -0.3555 3.9049
C 1.0734 -0.3577 2.5069
N 0.0442 0.0036 1.7449
C -1.1205 0.3246 2.2917
C -1.2552 0.4855 3.6703
H 1.8554 -0.6906 4.4980
H 1.9910 -0.6737 2.0100
H -1.9748 0.4832 1.6261
H -2.1837 0.8926 4.0866
```

***

Formula: C14H11F2NO2
Source: the Open Molecules 2025 dataset
Level of theory: ωB97M-V/def2-TZVPD

Output
* HOMO level: -6.83 eV
* ΔE to the lowest compared entry with this formula, charge and spin: 26.49 kcal per mole
* LUMO energy: -2.9 eV

```
30
C14H11F2NO2 ωB97M-V/def2-TZVPD
C 0.7326 -0.4108 -2.5370
N 2.0951 -0.4206 -2.4318
O 2.7138 0.6701 -2.4594
O 2.6867 -1.5191 -2.3061
H 0.1909 -1.3277 -2.5102
H 0.2143 0.5149 -2.6303
F 3.8065 3.3043 1.6183
C 2.8765 2.3509 1.3972
C 3.1907 1.0144 1.5794
C 2.2446 0.0461 1.3747
C 0.9286 0.3658 0.9747
C 0.0323 -0.7182 0.7948
C -1.3271 -0.8302 0.4065
C -1.8657 -2.1339 0.3361
C -3.1667 -2.3572 -0.0285
C -3.9988 -1.2954 -0.3418
F -5.2779 -1.5206 -0.7109
C -3.5000 -0.0030 -0.2788
C -2.1984 0.2314 0.0857
C 0.6382 1.7338 0.7935
C 1.5933 2.6962 1.0010
H 4.1910 0.7582 1.8830
H 2.5045 -0.9875 1.5217
H 0.4878 -1.6733 0.9970
H -1.2338 -2.9697 0.5803
H -3.5666 -3.3556 -0.0759
H -4.1666 0.8064 -0.5209
H -1.8589 1.2440 0.1301
H -0.3396 2.0457 0.4944
H 1.3728 3.7405 0.8633
```

***

Formula: C14H11F4NO2S
Source: the Open Molecules 2025 dataset
Level of theory: ωB97M-V/def2-TZVPD

Output
* HOMO level: -7.17 eV
* ΔE to the lowest compared entry with this formula, charge and spin: 10.60 kcal per mole
* LUMO energy: -3.8 eV

```
33
C14H11F4NO2S ωB97M-V/def2-TZVPD
F -3.2298 2.4389 1.6855
C -2.9685 1.1110 1.7259
C -4.0079 0.1977 1.6897
C -3.7465 -1.1598 1.7219
F -4.7653 -2.0457 1.6614
C -2.4474 -1.6033 1.7883
C -1.3571 -0.7077 1.8032
C -0.0548 -1.2697 1.8056
C 1.2470 -0.7068 1.7786
C 2.3387 -1.6008 1.7818
C 3.6375 -1.1572 1.7174
F 4.6586 -2.0417 1.6636
C 3.8975 0.2016 1.6732
C 2.8570 1.1131 1.6808
F 3.1172 2.4415 1.6361
C 1.5556 0.6688 1.7282
C -1.6676 0.6679 1.7887
H -5.0232 0.5445 1.6208
H -2.2778 -2.6642 1.8116
H -0.0536 -2.3483 1.8054
H 2.1706 -2.6620 1.8276
H 4.9136 0.5490 1.6158
H 0.7987 1.4229 1.7065
H -0.9126 1.4249 1.8181
C 0.0405 -0.9990 7.8661
S -0.2884 -1.6466 6.1934
N -0.4900 -0.2051 5.4456
O 0.9626 -2.3133 5.7518
O -1.5579 -2.4065 6.3183
H 0.1879 -1.8248 8.5563
H 0.9312 -0.3777 7.8562
H -0.8024 -0.4016 8.2013
H -0.6457 -0.1522 4.4884
```

***

Formula: C14H11FeN5O3
Source: the Open Molecules 2025 dataset
Level of theory: ωB97M-V/def2-TZVPD

Output
* spin multiplicity: 5
* HOMO level (alpha / beta): -6.48 / -8.41 eV
* ΔE to the lowest compared entry with this formula, charge and spin: 0.00 kcal per mole
* LUMO energy (alpha / beta): 0.1 / -3.2 eV
* <S²>: 6.141

```
34
C14H11FeN5O3 ωB97M-V/def2-TZVPD
O 0.6175 2.3774 -2.0205
C 0.0358 1.7461 -2.8197
Fe -1.1135 1.0520 -4.0013
C -2.3563 2.0014 -3.1945
O -3.0115 2.4197 -2.3129
C -0.8684 1.9248 -5.4774
O -0.7293 2.8581 -6.1589
C -1.1240 -0.9957 -0.1800
C 0.1983 -0.7027 -0.9109
C 0.0776 -0.3893 -2.4121
C -1.1016 -0.8986 -3.1253
C -2.3256 -0.9820 -2.3663
C -2.2861 -1.0657 -0.9525
H -1.2203 -0.9339 0.8932
H 0.7938 0.1124 -0.4308
H 0.8374 -1.6268 -0.8313
H 1.0787 -0.5006 -2.8813
H -0.9685 -1.5764 -4.0017
H -3.3007 -0.9107 -2.8679
H -3.2643 -1.2691 -0.4855
N 2.9170 0.4224 4.9791
C 1.8823 0.5036 4.1272
N 1.3819 1.6739 3.7337
C 0.4123 1.6934 2.7938
N -0.0926 0.6265 2.1370
C 0.4116 -0.5593 2.4327
C 1.3819 -0.7087 3.5315
N 1.9691 -1.9215 3.4110
C 1.3206 -2.5311 2.3575
N 0.4127 -1.7285 1.7103
H 3.2630 -0.4883 5.2440
H 3.2151 1.2649 5.4490
H 0.0162 2.6781 2.5254
H 1.5397 -3.5662 2.1054
```

***

Formula: C14H11N3O5S
Source: the Open Molecules 2025 dataset
Level of theory: ωB97M-V/def2-TZVPD

Output
* HOMO level: -8.10 eV
* LUMO energy: -2.8 eV

```
34
C14H11N3O5S ωB97M-V/def2-TZVPD
O 0.0893 -3.1323 2.5883
O 5.0958 1.4446 0.5934
O 4.2706 2.4617 2.6804
O 5.3429 0.1107 2.5950
N -0.7381 -1.3861 0.4765
O 2.0462 -3.9432 1.6852
C 1.0849 -2.9400 1.9263
C -3.8308 -0.9523 -1.4882
C 2.6994 -0.9761 1.7564
C -3.6612 0.3740 -2.0126
C 2.8729 0.4335 1.5407
C -2.9070 -1.4813 -0.6033
C 1.4517 -1.5420 1.4527
C -2.4351 1.0474 -1.6537
C 1.9008 1.1207 0.8089
C -1.6832 -0.8534 -0.3027
C 0.4477 -0.8015 0.7528
C -1.3610 0.4177 -0.8566
C 0.7526 0.5148 0.2648
N -4.4331 0.9141 -2.9277
N -0.1808 1.1148 -0.5426
C 0.2184 2.3854 -1.1209
S 4.5073 1.2090 1.9487
H 1.6325 -4.7387 2.0424
H -4.7129 -1.4834 -1.7094
H 3.4927 -1.5808 2.1082
H -3.1176 -2.4573 -0.2230
H -2.3197 1.9552 -2.1819
H 2.0928 2.1906 0.6693
H -4.1757 1.8308 -3.3392
H -5.3679 0.5757 -2.9609
H 1.2631 2.2173 -1.4797
H 0.0726 3.2859 -0.4690
H -0.4099 2.6644 -2.0189
```

***

Formula: C14H12AuN6O8
Source: the Open Molecules 2025 dataset
Level of theory: ωB97M-V/def2-TZVPD

Output
* charge: +1
* HOMO level: -12.01 eV
* ΔE to the lowest compared entry with this formula, charge and spin: 0.00 kcal per mole
* LUMO energy: -4.5 eV

```
41
C14H12AuN6O8 ωB97M-V/def2-TZVPD
Au 0.8520 0.7127 -0.1557
O 0.9787 -0.3564 3.6338
C 0.4907 -0.2150 2.5481
O 0.9207 0.8088 1.7818
C -0.6598 -1.0595 2.0808
C -1.1939 -1.8829 3.0681
C -2.2858 -2.6733 2.7988
C -2.8839 -2.6799 1.5577
C -2.3639 -1.8723 0.5688
C -1.2302 -1.0517 0.7937
O -0.7595 -0.3781 -0.2360
N -3.0489 -1.9207 -0.7399
O -3.9215 -2.7494 -0.8665
O -2.7510 -1.1044 -1.5923
N -2.8401 -3.5309 3.8624
O -3.8068 -4.2040 3.5794
O -2.2839 -3.5051 4.9378
H -0.7403 -1.8830 4.0489
H -3.7415 -3.3034 1.3552
N 2.3282 0.9542 -3.9157
C 1.0689 0.6061 -4.3596
C 0.2787 0.4853 -3.2560
N 1.0582 0.7533 -2.1687
C 2.2872 1.0435 -2.5799
C 3.2373 1.3725 -1.5239
N 2.7700 1.3174 -0.2795
C 3.7865 1.6072 0.5839
C 4.8989 1.8521 -0.1626
N 4.5346 1.7007 -1.4842
H 3.1229 1.1298 -4.5097
H 0.8540 0.4786 -5.4052
H -0.7557 0.1986 -3.1598
H 3.6422 1.6135 1.6508
H 5.9023 2.1116 0.1227
H 5.1530 1.8159 -2.2714
C -2.4434 2.1512 -0.2224
O -1.0831 2.5786 -0.0587
H -3.1201 3.0044 -0.1773
H -2.7251 1.4182 0.5353
H -2.5208 1.6835 -1.1999
H -1.0059 2.9726 0.8172
```